1.
{"formula": "C9H14", "method": "ωB97M-V/def2-TZVPD", "species": ["C", "C", "C", "C", "C", "C", "C", "H", "H", "H", "H", "H", "H", "H", "H", "C", "C", "H", "H", "H", "H", "H", "H"], "xyz": [[-2.323, 1.880, 0.346], [-1.723, 0.514, 0.516], [-0.962, -0.121, -0.474], [-0.451, -1.393, -0.345], [-0.784, -2.138, 0.807], [-1.626, -1.580, 1.748], [-2.072, -0.263, 1.608], [-2.457, 2.336, 1.323], [-3.237, 1.907, -0.244], [-1.610, 2.496, -0.215], [-0.747, 0.423, -1.391], [0.429, -1.751, -0.861], [-0.619, -3.209, 0.846], [-1.867, -2.105, 2.664], [-2.640, 0.153, 2.432], [3.757, 0.807, -2.335], [4.278, 1.255, -0.961], [4.503, 0.945, -3.122], [3.511, -0.251, -2.335], [2.923, 1.479, -2.545], [5.073, 0.567, -0.667], [3.460, 1.115, -0.251], [4.577, 2.297, -0.947]], "lowdin_charge": [-0.055, -0.282, -0.065, -0.087, -0.098, -0.096, -0.061, 0.075, 0.082, 0.077, 0.109, 0.099, 0.098, 0.099, 0.107, -0.176, -0.173, 0.058, 0.057, 0.059, 0.059, 0.058, 0.059], "smiles": "Cc1ccccc1.CC", "orbital_gap_ev": 10.002, "fmax_ha_per_bohr": 0.0413, "e_above_lowest_kcal_mol": 13.7, "lumo_ev": 0.96, "spin_multiplicity": 1, "e_homo_ev": -9.045, "total_energy_ha": -351.3084}

2.
{"formula": "C9H14", "method": "ωB97M-V/def2-TZVPD", "species": ["C", "C", "C", "C", "C", "C", "C", "H", "H", "H", "H", "H", "H", "H", "H", "C", "C", "H", "H", "H", "H", "H", "H"], "xyz": [[1.310, -1.447, -1.778], [1.265, 0.022, -1.687], [0.153, 0.780, -1.846], [0.174, 2.140, -1.558], [1.398, 2.675, -1.007], [2.552, 1.952, -0.757], [2.438, 0.539, -1.040], [0.302, -1.829, -1.971], [1.873, -1.853, -0.958], [1.805, -1.681, -2.883], [-0.744, 0.307, -2.171], [-0.778, 2.824, -1.541], [1.246, 3.639, -0.645], [3.527, 2.249, -0.306], [3.322, -0.162, -0.707], [-2.301, -2.029, 2.643], [-2.745, -0.538, 2.610], [-2.134, -2.310, 1.599], [-1.298, -2.107, 2.933], [-2.891, -2.778, 3.017], [-2.897, -0.361, 3.649], [-2.000, 0.214, 2.451], [-3.578, -0.247, 1.951]], "lowdin_charge": [-0.082, -0.337, -0.091, -0.066, -0.115, -0.082, -0.045, 0.068, 0.062, 0.143, 0.100, 0.135, 0.065, 0.108, 0.138, -0.142, -0.146, 0.058, 0.042, 0.030, 0.041, 0.048, 0.069], "smiles": "Cc1ccccc1.CC", "orbital_gap_ev": 9.613, "fmax_ha_per_bohr": 0.0985, "e_above_lowest_kcal_mol": 49.3, "lumo_ev": 0.87, "spin_multiplicity": 1, "e_homo_ev": -8.744, "total_energy_ha": -351.2516}

3.
{"formula": "C9H14", "method": "ωB97M-V/def2-TZVPD", "species": ["C", "C", "C", "C", "C", "C", "C", "H", "H", "H", "H", "H", "H", "H", "H", "C", "C", "H", "H", "H", "H", "H", "H"], "xyz": [[-2.169, 0.940, 0.460], [-0.469, -2.279, -0.491], [-0.827, -3.067, 0.622], [-0.964, -1.021, -0.616], [-1.751, -0.460, 0.433], [-1.724, -2.581, 1.617], [-2.157, -1.295, 1.536], [0.167, -2.698, -1.255], [-0.428, -4.062, 0.777], [-0.714, -0.480, -1.515], [-2.044, -3.191, 2.448], [-3.256, 0.977, 0.625], [-1.848, 1.519, -0.399], [-2.791, -0.846, 2.301], [-1.718, 1.381, 1.362], [2.153, 2.461, -1.170], [3.494, 1.857, -0.807], [1.988, 2.451, -2.246], [1.359, 1.865, -0.714], [2.046, 3.490, -0.815], [3.721, 1.866, 0.262], [4.339, 2.353, -1.282], [3.592, 0.820, -1.135]], "lowdin_charge": [0.003, -0.004, 0.066, 0.030, -0.157, -0.001, 0.025, 0.133, 0.136, 0.136, 0.130, 0.125, 0.099, 0.143, 0.131, -0.174, -0.178, 0.064, 0.036, 0.069, 0.065, 0.065, 0.059], "charge": 1, "orbital_gap_ev": [9.819, 6.056], "fmax_ha_per_bohr": 0.0183, "e_above_lowest_kcal_mol": 2.0, "lumo_ev": [-4.44, -8.21], "spin_multiplicity": 2, "e_homo_ev": [-14.264, -14.264], "total_energy_ha": -351.0058}

4.
{"formula": "C9H14", "method": "ωB97M-V/def2-TZVPD", "species": ["C", "C", "C", "C", "C", "C", "C", "H", "H", "H", "H", "H", "H", "H", "H", "C", "C", "H", "H", "H", "H", "H", "H"], "xyz": [[0.446, -0.201, 2.608], [1.774, 0.893, -1.353], [1.087, 1.793, -0.558], [2.219, -0.313, -0.714], [0.766, 1.470, 0.743], [1.756, -0.712, 0.522], [0.928, 0.124, 1.256], [2.027, 1.204, -2.346], [0.906, 2.793, -0.917], [3.056, -0.893, -1.079], [0.353, 2.274, 1.345], [2.009, -1.696, 0.882], [0.615, -1.248, 2.828], [-0.648, -0.118, 2.527], [0.856, 0.376, 3.431], [-2.623, -0.457, -0.524], [-1.958, -0.925, -1.805], [-1.855, -0.388, 0.258], [-3.187, 0.468, -0.636], [-3.314, -1.160, -0.064], [-1.090, -0.330, -1.987], [-1.609, -1.956, -1.679], [-2.515, -0.995, -2.740]], "lowdin_charge": [0.002, 0.054, -0.029, 0.045, 0.072, 0.002, -0.187, 0.132, 0.129, 0.136, 0.145, 0.136, 0.096, 0.114, 0.117, -0.154, -0.158, 0.037, 0.071, 0.069, 0.028, 0.070, 0.073], "charge": 1, "orbital_gap_ev": [10.115, 6.488], "fmax_ha_per_bohr": 0.0303, "e_above_lowest_kcal_mol": 12.1, "lumo_ev": [-4.63, -8.29], "spin_multiplicity": 2, "e_homo_ev": [-14.750, -14.774], "total_energy_ha": -350.9897}

5.
{"formula": "C9H14", "method": "ωB97M-V/def2-TZVPD", "species": ["C", "C", "H", "H", "H", "H", "H", "H", "C", "C", "C", "C", "C", "C", "C", "H", "H", "H", "H", "H", "H", "H", "H"], "xyz": [[0.979, 2.602, 1.998], [-0.134, 2.886, 1.003], [0.755, 3.203, 2.829], [0.888, 1.583, 2.346], [1.875, 2.979, 1.606], [-0.124, 2.128, 0.226], [0.006, 3.932, 0.477], [-1.187, 3.004, 1.240], [0.893, -2.068, -2.679], [-0.866, -0.681, -1.472], [-0.018, -1.796, -1.450], [-1.334, -0.250, -0.265], [-0.995, -0.893, 0.950], [0.254, -2.486, -0.227], [-0.317, -2.045, 0.951], [-1.473, -0.284, -2.308], [-1.896, 0.701, -0.244], [0.433, -3.003, -3.233], [1.877, -2.294, -2.305], [-1.353, -0.410, 1.864], [0.946, -3.308, -0.136], [-0.173, -2.431, 1.985], [0.965, -1.070, -3.156]], "lowdin_charge": [-0.142, -0.187, 0.052, 0.057, 0.058, 0.019, 0.113, 0.056, 0.015, -0.006, -0.145, -0.010, 0.007, 0.070, -0.034, 0.157, 0.136, 0.159, 0.080, 0.148, 0.141, 0.153, 0.101], "charge": 1, "orbital_gap_ev": [10.082, 6.095], "fmax_ha_per_bohr": 0.0639, "e_above_lowest_kcal_mol": 35.6, "lumo_ev": [-4.36, -8.35], "spin_multiplicity": 2, "e_homo_ev": [-14.446, -14.444], "total_energy_ha": -350.9522}

6.
{"formula": "C9H14", "method": "ωB97M-V/def2-TZVPD", "species": ["C", "C", "H", "H", "H", "H", "H", "H", "C", "C", "C", "C", "C", "C", "C", "H", "H", "H", "H", "H", "H", "H", "H"], "xyz": [[-0.177, -3.452, 0.255], [0.433, -2.574, 1.365], [-1.054, -3.968, 0.618], [-0.603, -2.812, -0.534], [0.519, -4.127, -0.225], [-0.050, -1.597, 1.350], [1.509, -2.501, 1.267], [0.280, -3.037, 2.346], [0.707, 0.032, -2.298], [0.287, 0.674, -1.029], [-1.139, 0.921, -0.857], [1.197, 1.030, -0.019], [-1.580, 1.569, 0.260], [0.715, 1.581, 1.141], [-0.681, 1.869, 1.294], [0.430, 0.699, -3.123], [0.166, -0.911, -2.399], [-1.842, 0.565, -1.594], [2.268, 0.913, -0.146], [-2.630, 1.811, 0.379], [1.415, 1.786, 1.932], [-1.070, 2.232, 2.236], [1.768, -0.205, -2.324]], "lowdin_charge": [-0.153, -0.158, 0.062, 0.044, 0.065, 0.037, 0.058, 0.070, 0.006, -0.160, 0.049, 0.010, -0.020, 0.019, 0.065, 0.123, 0.109, 0.138, 0.140, 0.132, 0.129, 0.136, 0.100], "charge": 1, "orbital_gap_ev": [10.155, 6.382], "fmax_ha_per_bohr": 0.0231, "e_above_lowest_kcal_mol": 3.5, "lumo_ev": [-4.46, -8.23], "spin_multiplicity": 2, "e_homo_ev": [-14.618, -14.616], "total_energy_ha": -351.0035}

- What is the formula in the sixth record?
  C9H14